Entry 1:
ORCA calculation (ωB97M-V/def2-TZVPD) on a 2-piece molecular cluster, C10H12BrN2O overall at a distorted geometry.

Values from the calculation:
LUMO energy   -3.6 eV
Gap between HOMO and LUMO   8.114 eV
Relative energy (zero: lowest compared OMol25 entry of this formula, charge and spin)   140.8 kJ/mol
Total charge   +1

Structure (XYZ):
```
26
Properties=species:S:1:pos:R:3:forces:R:3
C 2.0402 2.2706 0.2108 -0.98 -1.35 -0.76
C 0.7055 2.7780 0.4593 3.35 0.86 1.22
C 2.0821 0.9344 -0.2475 -2.84 2.26 -1.06
C -0.4139 2.0019 0.3465 -0.27 0.34 -0.08
C 0.8803 0.2822 -0.5903 0.89 -2.47 1.62
C -0.3576 0.6984 -0.1733 0.59 1.67 -0.37
C -1.6933 -1.0272 1.8709 0.84 2.06 -3.39
C 1.0370 -1.2103 -0.9428 0.68 1.14 -2.87
C -0.1844 -1.8286 -1.6262 0.95 -0.64 1.94
C -1.4952 -0.1496 -0.2221 -2.60 -0.20 3.35
N -1.8292 0.0441 2.6242 -0.15 -3.44 2.22
N -1.4254 -1.4357 -0.8501 -1.39 -2.42 -0.28
O -1.5281 -2.1908 1.7645 -0.48 0.12 0.71
Br -3.2933 0.8345 -0.4071 1.51 -1.25 -0.28
H 2.9821 2.8561 0.2597 -1.06 -0.26 0.26
H 0.7484 3.7958 0.9166 -0.83 -0.86 -0.66
H 2.7921 0.4314 -0.8048 2.77 -0.39 -0.03
H -1.3550 2.4486 0.6119 -0.33 0.10 0.00
H 1.9065 -1.2871 -1.7326 -1.43 -0.26 1.82
H 1.1919 -1.8248 -0.0702 0.67 0.04 0.39
H -0.3906 -1.5460 -2.6054 0.19 0.44 -1.81
H -0.0044 -2.9275 -1.4983 -0.87 0.85 -0.57
H -1.6762 0.9082 2.1306 -0.11 0.56 0.63
H -1.8891 -0.2089 3.6823 0.20 1.61 -2.31
H -2.2792 -1.5621 -1.4610 1.07 0.06 0.79
H -1.4769 -2.2248 -0.1003 -0.38 1.42 -0.50
```
Forces are in eV/Å.

---

Entry 2:
ORCA calculation (ωB97M-V/def2-TZVPD) on one molecule with the formula C10H12BrNO2 at a distorted geometry.

Values from the calculation:
LUMO energy   0.3 eV
Gap between HOMO and LUMO   9.291 eV
Relative energy (zero: lowest compared OMol25 entry of this formula, charge and spin)   231.5 kJ/mol
Total charge   0

Structure (XYZ):
```
26
Properties=species:S:1:pos:R:3:forces:R:3
C 3.6477 -0.4591 0.2284 0.01 -1.98 0.69
N 2.4416 0.1140 -0.4586 1.88 -0.65 1.00
C 1.2488 0.1335 0.3206 -4.11 -1.41 -3.98
C 0.6288 -1.3451 0.2144 1.08 1.08 1.26
O -0.1080 -1.8121 1.0402 0.09 0.06 -0.23
O 1.0564 -1.9899 -0.8479 2.26 1.52 -2.10
C 0.0500 0.9792 -0.6609 3.15 0.23 0.34
Br 0.2130 2.8830 -0.0295 0.27 -0.14 -0.28
C -1.3745 0.6276 -0.4391 -0.79 -1.07 1.87
C -2.3470 0.5285 -1.4155 3.83 1.69 -3.81
C -3.6266 0.2369 -1.1856 -2.51 -0.86 0.06
C -4.1046 -0.0576 0.0868 4.04 1.06 -0.56
C -3.1555 0.0629 1.1390 -1.00 -0.27 -0.22
C -1.8240 0.3770 0.9162 -0.70 1.12 -2.66
H 3.6024 -1.5794 0.1906 -0.25 0.75 -0.05
H 4.5584 -0.2625 -0.4531 -1.22 0.35 1.78
H 3.6364 -0.2909 1.4004 0.67 0.45 -2.47
H 2.8070 1.0051 -0.6693 -0.48 1.63 -0.63
H 1.1487 0.5314 1.2885 0.54 0.42 1.31
H 1.8219 -1.3255 -1.3209 -2.54 -1.70 1.79
H 0.5489 1.0070 -1.7183 -1.60 -0.28 1.82
H -2.0652 0.8189 -2.5506 -0.42 -0.83 2.74
H -4.2447 0.2156 -2.0821 -0.34 -0.08 0.47
H -5.0959 -0.2821 0.1403 -2.53 -0.68 0.93
H -3.5059 -0.0656 2.1556 0.10 -0.02 0.05
H -1.2027 0.7235 1.6998 0.58 -0.40 0.88
```
Forces are in eV/Å.

---

Entry 3:
ORCA calculation (ωB97M-V/def2-TZVPD) on one molecule with the formula C10H12Cl2N2O3S2 at a distorted geometry.

Values from the calculation:
LUMO energy   -0.1 eV
Gap between HOMO and LUMO   9.124 eV
Total charge   0

Structure (XYZ):
```
31
Properties=species:S:1:pos:R:3:forces:R:3
O 2.6160 -0.7583 2.6552 0.25 -0.03 0.11
C 1.5736 -1.2192 2.2529 -0.21 -0.04 0.06
C 0.9473 -2.4807 2.8482 0.36 -0.05 0.33
Cl 1.9463 -3.0620 4.1976 -0.18 -0.09 -0.08
N 0.8565 -0.6262 1.2628 -0.02 0.23 -0.17
C -0.3023 -1.1558 0.5798 -0.03 -0.25 -0.23
C 0.1002 -1.5838 -0.8413 -0.57 -0.30 0.30
N 0.7436 -0.5085 -1.5501 -0.43 0.43 -0.91
S -0.1466 0.3779 -2.6253 -0.15 -0.20 0.36
O -1.0362 -0.5294 -3.2794 -0.15 -0.06 0.21
O 0.7642 1.1774 -3.3785 0.16 0.23 0.20
C -1.1546 1.4952 -1.6677 0.44 -0.09 -0.45
C -2.4162 1.2831 -1.2037 0.25 -0.16 -0.21
C -2.9262 2.3834 -0.4841 0.20 0.32 0.11
C -2.0318 3.4124 -0.4250 0.37 -0.49 -0.30
Cl -2.2581 4.9093 0.3518 0.01 0.18 0.06
S -0.5491 3.0535 -1.2623 -0.61 0.14 0.21
C 1.8290 0.1315 -0.8454 0.29 0.48 0.34
C 1.4247 0.5233 0.5804 0.33 0.11 -0.04
H 0.9053 -3.2824 2.1106 -0.11 0.09 0.03
H -0.0458 -2.2727 3.2468 0.04 -0.05 -0.14
H -0.7261 -2.0008 1.1174 -0.04 0.02 0.00
H -1.0569 -0.3621 0.5228 0.02 -0.15 0.06
H -0.7678 -1.8785 -1.4305 0.03 -0.21 0.15
H 0.7984 -2.4266 -0.7837 -0.05 0.03 -0.03
H -2.9569 0.3740 -1.3922 -0.12 -0.19 -0.07
H -3.9028 2.4166 -0.0386 -0.17 0.07 0.09
H 2.1221 1.0031 -1.4299 0.21 -0.02 0.13
H 2.6715 -0.5674 -0.8018 -0.04 0.07 -0.03
H 2.2990 0.8486 1.1458 -0.14 0.03 -0.10
H 0.6797 1.3250 0.5676 0.07 -0.05 0.00
```
Forces are in eV/Å.

---

Entry 4:
ORCA calculation (ωB97M-V/def2-TZVPD) on a 2-piece molecular cluster, C10H12ClN3S overall at a distorted geometry.

Values from the calculation:
LUMO energy (alpha / beta)   0.0 / 0.0 eV
Gap between HOMO and LUMO (alpha / beta)   6.732 / 6.733 eV
Relative energy (zero: lowest compared OMol25 entry of this formula, charge and spin)   345.1 kJ/mol
Total charge   0

Structure (XYZ):
```
27
Properties=species:S:1:pos:R:3:forces:R:3
C 1.9811 1.8049 2.0258 -0.72 -2.89 2.08
C -3.8392 1.6001 -0.8489 0.68 0.26 0.34
C -3.9235 0.2215 -0.7155 -2.75 -0.15 1.07
C -2.5770 2.1503 -0.7700 -0.16 1.65 -1.10
C -2.7799 -0.4920 -0.5403 -0.97 -1.44 0.11
C -1.4486 1.3116 -0.6804 -0.34 1.62 0.17
C 1.3502 -2.4969 0.5341 1.46 1.29 0.09
C -0.0997 1.7916 -0.7119 -0.76 -0.23 0.13
C 2.9838 -0.1735 -0.2577 -0.19 0.78 3.41
C 2.1017 0.9994 -0.4912 0.33 -0.57 -1.35
N 1.5628 0.8299 2.5220 0.76 2.59 -1.12
N -1.5937 -0.0067 -0.5226 2.51 1.11 -0.42
N 0.7983 0.8690 -0.5200 0.22 -1.99 -0.19
S 2.3972 -1.7393 -0.7537 -0.41 -1.99 -1.74
Cl 2.8747 2.4186 -1.2401 -0.75 -0.63 0.73
H -4.6722 2.2916 -0.9669 -0.08 -0.52 0.09
H -4.8893 -0.2701 -0.4298 0.88 0.41 -1.00
H -2.5279 3.2705 -0.9348 0.49 -1.52 0.40
H -2.7828 -1.5476 -0.4186 -0.52 -0.89 0.21
H 1.4625 -3.5762 0.4731 0.19 0.16 0.27
H 0.3468 -2.1964 0.4480 -1.43 0.15 -0.36
H 1.7244 -1.9926 1.4191 0.03 -0.74 0.69
H 0.3712 2.7172 -0.6994 -0.61 2.16 -0.37
H 2.5738 2.6312 1.7245 -0.12 0.46 -0.34
H 3.9447 -0.0503 -0.7150 0.47 0.14 -0.28
H 3.1445 -0.2053 0.8938 0.17 -0.17 -1.68
H 0.2049 -0.0673 -0.4381 1.62 0.94 0.15
```
Forces are in eV/Å.

---

Repeat the fourth record exactly.
ORCA calculation (ωB97M-V/def2-TZVPD) on a 2-piece molecular cluster, C10H12ClN3S overall at a distorted geometry.

Values from the calculation:
LUMO energy (alpha / beta)   0.0 / 0.0 eV
Gap between HOMO and LUMO (alpha / beta)   6.732 / 6.733 eV
Relative energy (zero: lowest compared OMol25 entry of this formula, charge and spin)   345.1 kJ/mol
Total charge   0

Structure (XYZ):
```
27
Properties=species:S:1:pos:R:3:forces:R:3
C 1.9811 1.8049 2.0258 -0.72 -2.89 2.08
C -3.8392 1.6001 -0.8489 0.68 0.26 0.34
C -3.9235 0.2215 -0.7155 -2.75 -0.15 1.07
C -2.5770 2.1503 -0.7700 -0.16 1.65 -1.10
C -2.7799 -0.4920 -0.5403 -0.97 -1.44 0.11
C -1.4486 1.3116 -0.6804 -0.34 1.62 0.17
C 1.3502 -2.4969 0.5341 1.46 1.29 0.09
C -0.0997 1.7916 -0.7119 -0.76 -0.23 0.13
C 2.9838 -0.1735 -0.2577 -0.19 0.78 3.41
C 2.1017 0.9994 -0.4912 0.33 -0.57 -1.35
N 1.5628 0.8299 2.5220 0.76 2.59 -1.12
N -1.5937 -0.0067 -0.5226 2.51 1.11 -0.42
N 0.7983 0.8690 -0.5200 0.22 -1.99 -0.19
S 2.3972 -1.7393 -0.7537 -0.41 -1.99 -1.74
Cl 2.8747 2.4186 -1.2401 -0.75 -0.63 0.73
H -4.6722 2.2916 -0.9669 -0.08 -0.52 0.09
H -4.8893 -0.2701 -0.4298 0.88 0.41 -1.00
H -2.5279 3.2705 -0.9348 0.49 -1.52 0.40
H -2.7828 -1.5476 -0.4186 -0.52 -0.89 0.21
H 1.4625 -3.5762 0.4731 0.19 0.16 0.27
H 0.3468 -2.1964 0.4480 -1.43 0.15 -0.36
H 1.7244 -1.9926 1.4191 0.03 -0.74 0.69
H 0.3712 2.7172 -0.6994 -0.61 2.16 -0.37
H 2.5738 2.6312 1.7245 -0.12 0.46 -0.34
H 3.9447 -0.0503 -0.7150 0.47 0.14 -0.28
H 3.1445 -0.2053 0.8938 0.17 -0.17 -1.68
H 0.2049 -0.0673 -0.4381 1.62 0.94 0.15
```
Forces are in eV/Å.

---

> Among the records above, which one has the highest total charge?

C10H12BrN2O

---

> What is the total charge in the fourth record?

0